This record from the OMol25 dataset describes an isolated molecule of C4H5ClOS. The level of theory is wB97M-V/def2-TZVPD.

Output
strongest force on any atom	4.96	eV/Å
ΔE to the lowest compared entry with this formula, charge and spin	39.3	kcal/mol
lowest unoccupied orbital energy	0.6	eV
HOMO energy	-9.799	eV
DFT total energy	-29632.002	eV
frontier orbital gap	10.38	eV

Last column: Mulliken charge in e.
Positions of all 12 atoms, in Å:
C 0.19129 -1.02517 -1.19232  -0.973
C 0.46363 -0.29579 0.09931  -0.006
C 1.43045 0.56914 0.30186  0.012
Cl 1.48374 1.24491 2.00435  -0.170
S -0.82817 -0.71471 1.32543  -0.004
C -1.58330 0.84060 1.10028  0.187
O -2.59572 1.23603 1.74246  -0.497
H 0.96500 -0.89789 -2.04398  0.323
H -0.79934 -0.77023 -1.81618  0.242
H 0.17921 -2.15325 -1.05814  0.289
H 2.20052 0.71004 -0.56911  0.330
H -1.10730 1.25632 0.10603  0.265